Entry 1
121
Properties=species:S:1:pos:R:3 method="wB97M-V/def2-TZVPD" e_homo_ha=-0.442 total_charge=+2 homo_lumo_gap_ha=0.2191
Ti 0.37 0.23 0.09
C -3.21 -3.87 -1.38
C -3.20 -2.88 -2.51
C -4.06 -3.03 -3.60
C -4.02 -2.11 -4.62
C -3.10 -1.07 -4.56
C -2.26 -0.99 -3.46
N -2.32 -1.87 -2.45
Sb -0.73 0.57 -3.37
C -1.42 1.23 -1.35
C -2.15 2.40 -1.45
C -3.30 2.55 -0.68
C -3.71 1.49 0.11
C -2.88 0.38 0.26
C -3.34 -0.79 1.07
N -1.73 0.29 -0.41
C 0.88 -0.83 -3.06
C 1.84 -0.91 -4.05
C 2.78 -1.94 -3.97
C 2.68 -2.84 -2.93
C 1.70 -2.68 -1.96
C 1.57 -3.66 -0.83
N 0.83 -1.66 -2.01
H -2.90 -4.85 -1.73
H -4.21 -3.98 -0.95
H -2.53 -3.53 -0.60
H -4.76 -3.86 -3.62
H -4.70 -2.20 -5.47
H -3.04 -0.34 -5.36
H -1.87 3.15 -2.18
H -3.90 3.45 -0.75
H -4.65 1.53 0.63
H -3.76 -0.47 2.03
H -2.54 -1.51 1.24
H -4.13 -1.30 0.52
H 1.85 -0.22 -4.89
H 3.56 -2.04 -4.72
H 3.36 -3.69 -2.86
H 1.81 -4.67 -1.17
H 0.55 -3.65 -0.44
H 2.28 -3.42 -0.02
N -1.75 1.87 4.21
C -1.98 3.20 3.94
C -2.45 4.25 4.72
C -2.54 5.49 4.11
C -2.18 5.66 2.76
C -1.73 4.61 1.99
C -1.62 3.36 2.60
N -1.18 2.14 2.09
C -1.29 1.29 3.07
C -0.91 -0.11 2.98
C -1.17 -1.03 3.92
S -0.51 -2.55 3.50
C 0.22 -1.84 2.14
N -0.22 -0.61 1.87
H -1.87 1.42 5.10
H -2.74 4.11 5.76
H -2.90 6.34 4.68
H -2.28 6.65 2.32
H -1.45 4.75 0.95
H -1.74 -0.92 4.84
H 0.68 -2.47 1.39
C 6.23 -2.26 1.14
C 5.57 -1.77 -0.13
O 4.12 -1.64 -0.01
P 3.37 -0.62 0.91
O 1.94 -0.60 0.20
Te 3.23 -1.12 3.20
O 4.00 0.79 0.54
C 4.76 1.65 1.45
C 6.23 1.63 1.09
H 7.30 -2.39 0.97
H 5.81 -3.22 1.44
H 6.10 -1.56 1.97
H 5.71 -2.47 -0.94
H 5.98 -0.80 -0.44
H 4.60 1.31 2.47
H 4.34 2.64 1.35
H 6.70 0.68 1.37
H 6.74 2.43 1.64
H 6.37 1.80 0.02
C 3.37 2.87 -3.88
C 2.90 3.35 -2.49
C 1.97 4.57 -2.62
C 4.09 3.65 -1.57
C 2.11 2.26 -1.89
N 1.49 1.41 -1.43
H 3.93 3.68 -4.36
H 2.51 2.62 -4.51
H 4.01 1.99 -3.80
H 2.55 5.41 -3.00
H 1.55 4.84 -1.65
H 1.15 4.37 -3.31
H 4.70 4.43 -2.04
H 4.70 2.76 -1.42
H 3.74 4.02 -0.60
C 3.66 4.98 6.16
C 2.92 5.94 5.22
C 1.63 6.43 5.92
C 3.83 7.15 4.96
C 2.52 5.25 3.92
C 2.28 5.98 2.75
C 1.85 5.40 1.56
C 1.66 4.04 1.58
O 1.18 3.20 0.58
B 1.11 1.93 1.16
O 1.60 1.97 2.45
C 1.89 3.30 2.71
C 2.32 3.86 3.89
H 4.05 5.53 7.02
H 4.51 4.51 5.65
H 3.00 4.20 6.55
H 1.88 6.99 6.82
H 1.00 5.58 6.20
H 1.06 7.08 5.25
H 4.22 7.53 5.90
H 3.30 7.98 4.47
H 4.68 6.87 4.33
H 2.42 7.06 2.76
H 1.67 5.99 0.67
H 2.49 3.24 4.76

=====

Entry 2
121
Properties=species:S:1:pos:R:3 method="wB97M-V/def2-TZVPD" e_homo_ha=-0.439 total_charge=+2 homo_lumo_gap_ha=0.2102
Ti -0.18 0.58 -1.08
C 2.73 0.54 -3.41
C 2.66 1.48 -2.24
C 3.85 1.94 -1.69
C 3.83 2.89 -0.68
C 2.61 3.43 -0.35
C 1.44 2.95 -0.94
N 1.45 1.92 -1.81
Sb -0.06 4.57 -0.94
C -1.18 4.23 0.88
C -1.42 5.27 1.77
C -2.27 5.01 2.84
C -2.79 3.74 2.98
C -2.46 2.76 2.05
C -2.97 1.36 2.20
N -1.67 3.01 1.01
C -1.78 3.94 -2.13
C -2.10 4.67 -3.27
C -3.36 4.49 -3.83
C -4.28 3.72 -3.14
C -3.89 3.08 -1.96
C -4.87 2.39 -1.07
N -2.63 3.14 -1.53
H 2.24 0.99 -4.27
H 2.26 -0.42 -3.18
H 3.77 0.36 -3.67
H 4.80 1.57 -2.07
H 4.75 3.25 -0.23
H 2.54 4.26 0.35
H -0.98 6.24 1.61
H -2.51 5.79 3.55
H -3.46 3.51 3.80
H -3.01 1.06 3.24
H -2.33 0.69 1.63
H -3.98 1.31 1.80
H -1.38 5.35 -3.70
H -3.62 4.99 -4.75
H -5.29 3.65 -3.50
H -5.84 2.29 -1.55
H -4.48 1.43 -0.77
H -5.00 2.99 -0.17
N 0.29 -2.52 -4.08
C 0.50 -3.35 -3.00
C 0.83 -4.69 -2.93
C 0.94 -5.23 -1.66
C 0.67 -4.47 -0.52
C 0.31 -3.14 -0.59
C 0.28 -2.55 -1.86
N -0.02 -1.27 -2.27
C -0.02 -1.30 -3.60
C -0.25 -0.10 -4.35
C -0.29 0.08 -5.71
S -0.51 1.73 -6.09
C -0.55 2.07 -4.41
N -0.42 1.05 -3.62
H 0.33 -2.80 -5.05
H 0.98 -5.28 -3.82
H 1.22 -6.27 -1.55
H 0.72 -4.95 0.45
H 0.03 -2.57 0.28
H -0.18 -0.65 -6.48
H -0.71 3.07 -4.05
C -4.83 -0.36 -3.25
C -3.32 -0.24 -3.41
O -2.64 0.09 -2.20
P -2.62 -0.99 -0.97
O -1.41 -0.37 -0.19
Te -2.86 -3.23 -1.62
O -3.89 -0.50 -0.12
C -4.60 -1.32 0.81
C -6.04 -0.84 0.90
H -5.25 -0.77 -4.17
H -5.27 0.60 -3.04
H -5.06 -1.05 -2.44
H -3.07 0.57 -4.10
H -2.92 -1.19 -3.79
H -4.11 -1.25 1.78
H -4.57 -2.37 0.47
H -6.09 0.14 1.36
H -6.61 -1.54 1.50
H -6.49 -0.78 -0.09
C -0.32 1.94 4.61
C 0.95 1.59 3.83
C 1.36 0.14 4.11
C 2.08 2.55 4.22
C 0.70 1.70 2.41
N 0.52 1.75 1.27
H -0.11 1.86 5.67
H -1.12 1.25 4.36
H -0.65 2.95 4.39
H 1.44 -0.01 5.18
H 2.31 -0.08 3.65
H 0.61 -0.55 3.71
H 2.28 2.45 5.28
H 1.80 3.58 4.02
H 2.99 2.33 3.67
C 4.38 -3.68 4.54
C 4.69 -4.21 3.13
C 6.22 -4.33 3.01
C 4.04 -5.58 2.95
C 4.14 -3.30 2.06
C 4.73 -3.26 0.79
C 4.26 -2.46 -0.24
C 3.14 -1.71 0.03
O 2.43 -0.86 -0.78
B 1.35 -0.40 -0.03
O 1.41 -0.94 1.24
C 2.52 -1.75 1.28
C 3.00 -2.53 2.30
H 4.96 -4.24 5.27
H 3.33 -3.78 4.80
H 4.67 -2.63 4.63
H 6.61 -4.84 3.88
H 6.67 -3.34 2.96
H 6.51 -4.90 2.14
H 4.41 -6.28 3.70
H 4.26 -5.98 1.96
H 2.96 -5.51 3.05
H 5.60 -3.86 0.61
H 4.73 -2.43 -1.20
H 2.50 -2.55 3.26

=====

Ranking the structures above by energy, entry 1 is first and the second is 143.7 kJ/mol behind.